1.
Formula: H8O4Rb
Source: OMol25
Level of theory: ωB97M-V/def2-TZVPD

XYZ file:
```
13
Properties=species:S:1:pos:R:3
Rb -14.23 -7.67 2.16
O -18.02 -4.43 3.06
H -18.89 -4.16 2.76
H -18.14 -5.31 3.42
O -15.18 -10.53 -1.85
H -15.68 -10.13 -2.56
H -14.97 -11.41 -2.17
O -13.56 -12.47 2.82
H -13.11 -13.06 2.22
H -13.66 -12.97 3.63
O -18.35 -8.58 4.17
H -18.33 -9.26 4.84
H -18.50 -9.06 3.35
```

Calculated values
Total charge: +1
HOMO-LUMO gap in eV: 10.1

Results of the natural (NBO) charge analysis, in e, for atoms 1 through 8: 1.00 -0.94 0.48 0.47 -0.95 0.47 0.48 -0.95



2.
Formula: H8O4Tl
Source: OMol25
Level of theory: ωB97M-V/def2-TZVPD

XYZ file:
```
13
Properties=species:S:1:pos:R:3
Tl -0.05 -17.88 -8.47
O -1.43 -15.48 -9.29
H -2.33 -15.42 -9.70
H -1.17 -14.55 -9.10
O -1.32 -19.33 -6.41
H -1.81 -20.18 -6.45
H -1.41 -19.02 -5.48
O -0.96 -20.52 -9.24
H -0.78 -21.39 -8.82
H -1.16 -20.73 -10.19
O 1.39 -15.55 -7.57
H 1.67 -15.32 -6.65
H 1.39 -14.70 -8.06
```

Calculated values
Total charge: +3
HOMO-LUMO gap in eV: 4.2

Results of the natural (NBO) charge analysis, in e, for atoms 1 through 8: 1.81 -0.82 0.56 0.54 -0.84 0.55 0.56 -0.76



3.
Formula: H9NSi3
Source: OMol25
Level of theory: ωB97M-V/def2-TZVPD

XYZ file:
```
13
Properties=species:S:1:pos:R:3
N -3.02 -1.34 1.30
Si 2.92 1.63 -1.10
Si -1.89 -0.37 0.59
Si -0.20 -1.41 -0.40
H -2.76 -1.79 2.11
H -3.74 -1.93 0.82
H 3.27 1.34 -2.38
H 1.84 1.06 -0.30
H 3.62 2.75 -0.43
H -1.53 0.62 1.57
H -2.73 -0.20 -0.61
H 1.22 -0.97 -0.54
H -0.38 -1.82 -1.78
```

Calculated values
HOMO-LUMO gap (spin up / spin down) in eV: 7.1 / 6.2

Results of the natural (NBO) charge analysis, in e, for atoms 1 through 8: -1.29 0.47 0.89 0.26 0.37 0.41 -0.16 -0.15



4.
Formula: H9O4
Source: OMol25
Level of theory: ωB97M-V/def2-TZVPD

XYZ file:
```
13
Properties=species:S:1:pos:R:3
O -0.71 -2.40 2.15
H -1.61 -2.65 1.90
H -0.19 -3.19 2.41
O 0.49 2.93 -1.70
H 0.55 3.84 -1.37
H 1.37 2.59 -1.85
O -0.32 0.35 -1.34
H -0.40 1.29 -1.08
H -0.86 0.15 -2.11
O 0.48 -0.54 0.79
H 1.33 -1.10 0.88
H -0.02 -0.27 -0.14
H -0.11 -1.00 1.47
```

Calculated values
HOMO-LUMO gap (spin up / spin down) in eV: 3.5 / 12.3
Multiplicity: 2

Results of the natural (NBO) charge analysis, in e, for atoms 1 through 8: -1.09 0.47 0.46 -0.98 0.49 0.49 -1.00 0.52



5.
Formula: H9O5
Source: OMol25
Level of theory: ωB97M-V/def2-TZVPD

XYZ file:
```
14
Properties=species:S:1:pos:R:3
O 0.90 -0.21 2.84
H 1.89 -0.24 2.56
O -1.15 1.34 0.75
H -0.72 0.51 0.37
H -1.40 1.14 1.64
O 0.62 -0.64 0.01
H 0.15 -1.56 -0.05
H 0.60 -0.10 1.94
O 2.73 -0.65 -2.12
H 2.93 0.29 -2.20
H 1.76 -0.62 -1.75
O -3.18 0.35 -1.29
H -2.42 0.54 -0.72
H -2.72 -0.16 -1.96
```

Calculated values
Total charge: -1
HOMO-LUMO gap in eV: 8.7

Results of the natural (NBO) charge analysis, in e, for atoms 1 through 8: -0.99 0.46 -1.02 0.52 0.46 -1.32 0.41 0.51



6.
Formula: H9O5
Source: OMol25
Level of theory: ωB97M-V/def2-TZVPD

XYZ file:
```
14
Properties=species:S:1:pos:R:3
O -1.03 0.39 -0.83
H -0.91 0.11 -1.80
O -3.57 -0.31 0.41
H -4.00 0.57 0.54
H -2.66 -0.15 -0.01
O 0.45 -1.22 0.37
H -0.11 -2.01 0.29
H -0.12 -0.60 -0.23
O 1.23 1.81 0.03
H 0.42 1.50 -0.19
H 1.60 1.08 0.44
O 2.98 -0.66 0.14
H 3.18 0.32 0.06
H 2.10 -0.95 -0.02
```

Calculated values
Total charge: -1
HOMO-LUMO gap in eV: 9.3

Results of the natural (NBO) charge analysis, in e, for atoms 1 through 8: -1.25 0.43 -1.02 0.45 0.53 -1.05 0.46 0.50



Respective total energy values: -329.6333, -476.7247, -928.4262, -306.2110, -381.6264, -381.6335 Eh.